{
  "formula": "C15H17FeI2N2Se2Si",
  "method": "wB97M-V/def2-TZVPD",
  "max_force_ha_per_bohr": 0.009,
  "total_charge": 1,
  "s2": 6.02,
  "e_lumo_ev": [-3.94, -4.11],
  "spin_multiplicity": 5,
  "orbital_gap_ev": [7.69, 7.51],
  "homo_energy_ha": [-0.427, -0.427],
  "symbols": ["I", "I", "Se", "Se", "Fe", "Si", "N", "N", "C", "C", "C", "C", "C", "C", "C", "C", "C", "C", "C", "C", "C", "C", "C", "H", "H", "H", "H", "H", "H", "H", "H", "H", "H", "H", "H", "H", "H", "H", "H", "H"],
  "coordinates": [[1.0027, -2.3792, 2.1056], [3.1170, -3.5822, 3.3069], [4.1291, 1.2692, 0.6142], [2.7314, 2.3988, -0.8654], [1.2355, -0.1416, 0.4196], [-3.5469, -0.8063, -0.5668], [2.9053, -1.0058, -0.4727], [0.7361, 1.8297, 0.9939], [-0.6813, 3.3989, 2.0865], [-0.0488, 4.4419, 1.4330], [-3.5213, -0.4878, -2.3918], [-4.2814, -2.4553, -0.1587], [-4.3956, 0.5697, 0.3472], [3.9943, -2.8694, -1.4745], [5.2261, -2.2864, -1.2391], [-1.7718, -0.8282, 0.0163], [4.0988, -0.4353, -0.2694], [-0.6256, -0.8944, 0.4420], [2.8527, -2.1959, -1.0803], [-0.2610, 2.1038, 1.8428], [5.2875, -1.0350, -0.6366], [0.9959, 4.1654, 0.5607], [1.3472, 2.8413, 0.3735], [-4.5381, -0.4714, -2.7899], [-1.4943, 3.5780, 2.7748], [1.5300, 4.9520, 0.0485], [6.1367, -2.7908, -1.5341], [-4.3129, 0.4324, 1.4268], [-0.7361, 1.2495, 2.3064], [-5.4574, 0.6042, 0.0939], [-4.2491, -2.6488, 0.9145], [-3.7473, -3.2603, -0.6656], [-0.3544, 5.4654, 1.6047], [-3.9594, 1.5364, 0.0876], [-3.0563, 0.4739, -2.6152], [3.9097, -3.8349, -1.9513], [6.2281, -0.5328, -0.4648], [1.8657, -2.6156, -1.2280], [-5.3258, -2.4872, -0.4775], [-2.9650, -1.2655, -2.9176]],
  "forces_ev_per_angstrom": [[0.172, -0.222, 0.273], [-0.122, 0.106, -0.052], [0.092, -0.001, 0.096], [0.163, 0.051, -0.253], [-0.193, -0.004, 0.002], [0.229, 0.050, 0.105], [0.229, 0.058, -0.016], [0.010, 0.057, 0.056], [-0.022, -0.004, 0.016], [0.000, 0.044, -0.007], [0.010, 0.023, -0.163], [-0.073, -0.150, 0.032], [-0.067, 0.107, 0.063], [-0.079, -0.012, -0.014], [0.100, 0.059, 0.021], [-0.119, -0.223, 0.147], [-0.029, -0.073, -0.025], [-0.042, 0.306, -0.373], [0.005, -0.030, -0.010], [0.034, -0.059, -0.031], [-0.089, -0.104, -0.044], [-0.049, -0.092, 0.049], [-0.116, 0.126, 0.133], [0.007, 0.004, -0.017], [0.001, -0.007, 0.005], [0.005, 0.000, -0.009], [-0.001, 0.005, 0.002], [-0.011, 0.010, 0.001], [-0.002, 0.001, 0.005], [0.001, 0.008, 0.003], [-0.008, -0.009, -0.001], [-0.013, -0.010, 0.004], [-0.004, -0.005, 0.003], [-0.004, 0.010, 0.019], [-0.005, -0.002, -0.021], [-0.004, 0.004, -0.003], [0.010, -0.003, 0.001], [-0.008, 0.006, 0.009], [0.001, -0.029, 0.010], [-0.010, 0.006, -0.016]],
  "mulliken_charge": [0.247, -0.154, -0.048, -0.060, 0.243, 0.044, -0.040, -0.056, -0.827, -0.144, -0.922, -0.929, -0.921, -0.742, -0.170, -0.207, 0.510, 0.247, -0.284, -0.289, -0.651, -0.638, 0.461, 0.309, 0.426, 0.416, 0.421, 0.311, 0.546, 0.312, 0.313, 0.310, 0.417, 0.287, 0.297, 0.430, 0.407, 0.509, 0.307, 0.311]
}

---

{
  "formula": "C6H2N2",
  "method": "wB97M-V/def2-TZVPD",
  "max_force_ha_per_bohr": 0.070,
  "smiles": "C#CC#N.C#CC#N",
  "total_charge": 0,
  "e_lumo_ev": -0.11,
  "spin_multiplicity": 1,
  "orbital_gap_ev": 10.85,
  "homo_energy_ha": -0.403,
  "symbols": ["N", "N", "C", "C", "C", "C", "C", "C", "H", "H"],
  "coordinates": [[-1.2845, 0.2249, -2.0984], [-0.5021, -2.2817, 0.9427], [-0.8065, -1.2060, 1.0672], [2.0608, -0.1091, -0.5978], [0.9520, -0.2738, -1.0678], [-0.2736, -0.0978, -1.6329], [-1.1469, 1.3145, 1.1604], [-1.0423, 0.1139, 1.1572], [-1.0357, 2.2535, 1.6234], [3.0788, 0.0617, -0.5540]],
  "forces_ev_per_angstrom": [[0.783, -0.568, 0.273], [0.757, -3.487, -0.250], [-0.587, 1.465, 0.143], [-2.647, -0.537, -1.584], [2.465, 0.512, 0.907], [-1.707, 0.558, -0.864], [0.370, -1.220, 1.029], [-0.563, 2.304, 0.060], [-0.283, 0.902, -0.384], [1.412, 0.071, 0.671]],
  "mulliken_charge": [-0.389, -0.367, 0.072, -0.178, -0.108, 0.248, -0.025, -0.044, 0.368, 0.423]
}

---

{
  "formula": "C26H70N4O16",
  "method": "wB97M-V/def2-TZVPD",
  "max_force_ha_per_bohr": 0.080,
  "smiles": "CC(N)=O.CC(N)=O.CC(N)=O.CC(N)=O.CCCCCC.OCCO.OCCO.OCCO.OCCO.OCCO.OCCO",
  "total_charge": 0,
  "e_lumo_ev": -0.01,
  "spin_multiplicity": 1,
  "orbital_gap_ev": 9.57,
  "homo_energy_ha": -0.352,
  "symbols": ["O", "O", "O", "O", "O", "O", "O", "O", "O", "O", "O", "O", "O", "O", "O", "O", "N", "N", "N", "N", "C", "C", "C", "C", "C", "C", "C", "C", "C", "C", "C", "C", "C", "C", "C", "C", "C", "C", "C", "C", "C", "C", "C", "C", "C", "C", "H", "H", "H", "H", "H", "H", "H", "H", "H", "H", "H", "H", "H", "H", "H", "H", "H", "H", "H", "H", "H", "H", "H", "H", "H", "H", "H", "H", "H", "H", "H", "H", "H", "H", "H", "H", "H", "H", "H", "H", "H", "H", "H", "H", "H", "H", "H", "H", "H", "H", "H", "H", "H", "H", "H", "H", "H", "H", "H", "H", "H", "H", "H", "H", "H", "H", "H", "H", "H", "H"],
  "coordinates": [[10.1115, -4.8443, -1.1674], [-0.9172, -6.7811, 2.1298], [-2.9985, -4.4944, -3.8876], [6.0414, 2.9413, -2.1229], [4.7524, -0.9453, -6.2921], [-1.7941, 1.5719, -9.9779], [-8.0674, 3.2177, -5.6097], [-6.8170, 2.9678, -2.7711], [-0.2215, 1.0973, -7.3304], [1.6288, -1.7960, -0.8842], [-5.3442, -0.3534, 1.0330], [7.9549, -2.3982, -0.8200], [3.7985, -3.9985, -4.6654], [-4.9616, 0.6875, 7.1964], [3.1871, 2.7446, -2.9052], [-3.5249, -5.7176, 4.5681], [-0.9633, -5.5402, -3.8767], [-6.1781, -2.2699, 0.3286], [-0.4807, -1.0004, -0.6690], [-4.1562, -1.3334, 7.3334], [5.0832, 4.0313, -2.1183], [-2.8056, 0.3791, 6.2440], [2.0644, 3.5903, 8.1266], [7.8282, -3.7779, -1.0774], [-1.5671, -6.7459, 3.4222], [-0.4971, 8.1822, 9.0653], [1.8013, 4.3325, 6.7855], [0.9291, -1.3026, 1.3086], [-4.0590, -0.0653, 6.9799], [0.2728, 1.5956, -8.5172], [9.0641, -4.2658, -1.9367], [-6.1001, -1.3165, 1.1788], [5.0392, -2.0970, -5.6337], [-6.4031, 2.1935, -3.9585], [-1.8701, -4.7941, -5.9713], [-2.4406, -5.5831, 3.6344], [0.2517, 7.6645, 7.8235], [0.4675, 6.2293, 7.8728], [3.8658, -3.1059, -5.7213], [-1.9740, -4.9004, -4.4548], [0.6938, -1.3852, -0.1662], [-0.8709, 2.4165, -9.2585], [-6.6944, 3.0025, -5.2338], [1.5179, 5.8647, 6.8701], [-7.0301, -1.4944, 2.3377], [3.6268, 3.4850, -1.8116], [-2.6428, 1.4323, 6.0152], [1.0154, 3.8508, 6.2037], [-4.9626, -1.4965, 7.9193], [-7.7538, -2.2971, 2.1964], [-1.0457, -5.9158, -2.9428], [8.8598, -5.1568, -2.5304], [0.0637, 1.7142, -6.6524], [-0.0822, -7.2457, 2.2214], [-1.6813, -4.8059, 3.7209], [2.4406, 6.4237, 7.0254], [3.7538, -3.6947, -6.6318], [-6.9242, 1.2361, -3.9490], [1.0583, 2.3466, -8.4320], [-6.1000, 3.9140, -5.1716], [5.1544, 4.4323, -3.1294], [5.3794, 4.9397, -1.5937], [3.6162, 2.8198, -0.9482], [-0.7555, -6.7384, 4.1498], [-6.6555, -1.7152, 3.3372], [-2.0987, 0.8856, -9.3798], [3.0252, 4.3462, -1.5210], [-0.2651, 8.0142, 6.9298], [-6.9297, -2.9232, 0.4970], [5.8887, -2.6842, -5.9825], [1.1898, 3.5616, 8.7764], [3.6922, -3.4332, -3.8969], [1.1184, -2.3034, 1.6968], [-2.1126, -5.7916, -6.3380], [5.2989, -1.9112, -4.5916], [0.8275, 6.0108, 8.8782], [-3.7555, -2.1059, 6.8208], [6.9619, -3.7690, -1.7389], [0.5912, 0.7381, -9.1101], [-1.0704, 9.0949, 8.9025], [-8.3336, 3.9968, -5.1161], [-2.9462, 0.0033, 5.2305], [9.4804, -3.4907, -2.5801], [-1.3895, 3.0591, -8.5469], [5.1434, -1.0725, -7.1596], [10.6221, -4.0883, -0.8684], [2.7057, 4.2840, 6.1789], [-2.7607, -4.2652, -6.3108], [-1.0741, -0.4854, -0.0343], [-5.3217, 2.1236, -3.8414], [7.3961, -1.8089, -1.3320], [-1.0005, -4.2515, -6.3421], [0.1923, -0.8109, 1.9438], [1.2487, 8.1038, 7.7879], [7.7030, -4.4608, -0.2371], [-7.6442, -0.5940, 2.3198], [-6.3675, 2.4159, -6.0924], [1.7910, -0.6582, 1.4820], [-0.4574, 5.7000, 7.6435], [-2.8537, -5.2838, 2.6712], [2.9324, -2.5577, -5.8487], [-0.0795, -5.2287, -4.2537], [-0.7001, -1.0918, -1.6506], [2.2509, 2.5300, 7.9560], [-1.9772, -0.1084, 6.7581], [-5.4151, -2.3396, -0.3294], [-1.9407, -7.7572, 3.5824], [-6.4024, 2.7657, -1.9291], [2.9004, 3.8815, 8.7625], [-1.2485, 7.4354, 9.3218], [6.8640, 3.1808, -2.5559], [-4.2040, -6.2903, 4.2044], [0.1646, 8.3030, 9.9231], [3.5421, 1.8567, -2.8202], [1.2213, 6.2506, 5.8948], [-0.3853, 3.0924, -9.9624]],
  "forces_ev_per_angstrom": [[0.422, 0.934, 0.615], [-0.754, 0.886, 0.003], [1.319, -0.968, -0.311], [-0.773, 0.106, 0.983], [0.378, 1.243, -1.306], [0.627, 0.748, 0.236], [0.790, 0.367, 0.995], [-0.777, 0.353, -1.299], [0.140, -0.217, 1.491], [-1.496, 0.344, 0.857], [-0.289, -0.467, 0.455], [1.120, 0.753, 1.849], [0.175, -0.346, 0.834], [-1.431, 1.616, 0.800], [-0.923, 0.130, -0.649], [1.546, 0.614, 0.396], [1.241, -0.473, 0.354], [-0.216, -2.796, -2.216], [-0.807, 0.408, 0.629], [0.074, -2.443, 0.867], [0.018, -0.451, -1.078], [-0.143, -0.921, -0.418], [-0.629, -0.503, -0.202], [0.486, 0.419, -3.235], [2.333, -3.063, 0.251], [-0.345, -0.297, -0.293], [0.953, 0.928, 0.351], [0.041, 0.670, 0.883], [0.984, 2.142, -1.597], [-1.599, 1.502, -2.095], [-0.529, -1.325, 0.563], [1.228, 3.057, 2.483], [-0.293, -3.169, 1.084], [-0.390, 1.284, 1.528], [-1.360, 0.495, 0.323], [-1.120, 0.633, -2.019], [-0.412, 2.687, 0.692], [0.335, -1.044, -0.151], [-1.067, 0.774, -0.987], [-3.094, 1.552, -0.460], [2.534, -0.796, -1.516], [0.805, -1.405, -0.213], [-0.226, -0.952, -0.285], [0.291, -1.287, -0.357], [-1.604, 0.442, 0.387], [2.632, 0.357, 0.379], [-0.379, 0.084, 1.006], [-0.123, -0.148, 0.251], [-0.022, -0.362, -0.342], [0.026, -0.197, -0.379], [0.187, 0.601, 0.024], [-1.029, 0.401, -0.491], [-0.254, -0.203, 0.379], [-0.043, 0.035, 0.097], [-0.806, 0.818, 1.533], [0.208, -0.133, 0.564], [1.167, -0.206, -0.279], [0.187, -0.078, -0.095], [0.498, -0.344, 0.439], [-0.248, 0.272, -0.148], [-0.952, -0.132, -0.452], [0.116, -0.447, 1.229], [0.433, 0.192, 0.370], [0.077, 0.331, 0.400], [0.666, 0.584, -0.252], [-0.033, -0.016, 0.201], [-0.466, -0.083, -0.694], [-0.037, -0.230, -0.198], [0.736, -0.434, -0.736], [0.541, 0.483, -0.463], [-0.180, 0.350, -0.025], [-0.096, -0.290, 0.513], [0.117, 0.113, -0.056], [1.062, -0.183, -0.325], [-0.427, 0.211, 0.278], [-0.205, -0.483, 0.121], [0.147, 0.250, 0.267], [-0.260, -1.200, 0.006], [0.107, 0.268, -0.335], [0.325, 0.193, -0.054], [-0.437, 0.015, 0.092], [0.394, -0.631, -0.125], [-0.396, 0.268, -0.009], [-0.088, -0.137, 0.315], [-0.203, 0.597, -0.278], [0.364, -0.179, 0.448], [0.078, -0.426, -0.132], [0.161, 0.487, 0.209], [-0.335, -0.222, -0.501], [0.077, -0.588, -0.555], [-0.181, -0.651, -0.105], [0.206, -0.675, -0.136], [-0.642, -0.270, -0.340], [0.019, 0.479, -0.021], [-0.009, 0.588, 0.359], [0.084, 0.170, 0.637], [0.665, -0.093, 0.199], [0.402, -0.410, -0.233], [-0.076, -0.312, 0.326], [-0.295, -0.308, -0.358], [-0.234, 0.719, 0.648], [0.305, -0.794, 0.366], [0.181, 0.142, 0.226], [0.065, -0.097, -0.407], [0.371, 0.243, -0.481], [-0.569, -0.355, -0.415], [-1.139, 0.146, 0.009], [0.362, -0.600, -0.413], [0.100, 0.677, -0.379], [-0.067, -0.095, 0.226], [-0.168, 0.306, -0.052], [0.203, -0.059, -0.312], [-0.024, 0.034, -0.012], [0.062, 0.001, -0.048], [-0.282, -0.298, -0.303], [-0.189, -0.207, -0.400]],
  "mulliken_charge": [-0.530, -0.525, -0.619, -0.517, -0.497, -0.519, -0.515, -0.551, -0.478, -0.647, -0.680, -0.527, -0.517, -0.595, -0.498, -0.527, -0.332, -0.331, -0.318, -0.404, -0.372, -0.938, -1.212, -0.132, -0.291, -1.252, -0.366, -0.888, 0.659, -0.473, -0.410, 0.673, -0.346, -0.165, -0.892, -0.409, -0.479, -0.250, -0.418, 0.546, 0.607, -0.267, -0.496, -0.937, -0.928, -0.399, 0.305, 0.278, 0.229, 0.327, 0.220, 0.274, 0.310, 0.311, 0.295, 0.393, 0.373, 0.246, 0.323, 0.321, 0.259, 0.369, 0.243, 0.236, 0.241, 0.298, 0.324, 0.348, 0.213, 0.231, 0.304, 0.304, 0.221, 0.272, 0.270, 0.293, 0.209, 0.150, 0.253, 0.364, 0.303, 0.235, 0.322, 0.233, 0.325, 0.297, 0.297, 0.277, 0.209, 0.273, 0.309, 0.329, 0.343, 0.301, 0.247, 0.251, 0.292, 0.262, 0.239, 0.262, 0.273, 0.202, 0.212, 0.372, 0.302, 0.233, 0.330, 0.291, 0.318, 0.311, 0.284, 0.316, 0.320, 0.306, 0.358, 0.319]
}

---

| no. | E_tot (Ha) |
| --- | --- |
| 1 | -7642.55312 |
| 2 | -339.14477 |
| 3 | -2455.29020 |